No. 1
Molecular formula: C44H60AsCoF6N4O23
Method: DFT, ωB97M-V with the def2-TZVPD basis set

The geometry in ORCA input format:
```
! wB97M-V def2-TZVPD RIJCOSX def2/J DEFGRID3
* xyz 1 4
Co 2.280 -4.534 -1.445
As 0.193 -1.049 -0.127
F 0.429 -0.137 -1.605
F -0.588 0.310 0.584
F -0.004 -2.025 1.323
F 0.977 -2.499 -0.891
F 1.797 -0.579 0.353
F -1.361 -1.626 -0.725
C -2.948 -1.904 5.580
C -2.539 -2.454 6.789
C -1.186 -2.726 6.945
C -0.247 -2.266 6.048
C -0.665 -1.610 4.881
C -2.033 -1.511 4.609
N 1.183 -2.432 6.404
O 1.976 -1.738 5.796
O 1.470 -3.208 7.281
H -4.009 -1.802 5.386
H -3.305 -2.798 7.468
H -0.924 -3.281 7.836
H -0.018 -1.222 4.106
H -2.418 -1.027 3.725
C -1.574 2.879 2.394
C -1.661 4.229 2.690
C -1.884 4.671 3.971
C -2.039 3.730 4.977
C -1.897 2.378 4.742
C -1.641 1.965 3.445
N -2.243 4.107 6.390
O -2.724 3.289 7.148
O -1.989 5.245 6.735
H -1.315 2.496 1.417
H -1.648 4.891 1.832
H -2.030 5.730 4.135
H -2.026 1.641 5.522
H -1.557 0.913 3.208
C 1.493 3.631 -4.161
C 2.287 4.152 -5.176
C 3.197 3.341 -5.875
C 3.402 2.011 -5.477
C 2.734 1.580 -4.331
C 1.733 2.336 -3.750
N 4.367 1.171 -6.186
O 4.345 -0.023 -5.972
O 5.129 1.756 -6.925
H 0.731 4.236 -3.688
H 2.161 5.190 -5.454
H 3.794 3.693 -6.703
H 2.953 0.615 -3.891
H 1.118 1.930 -2.957
C -1.933 2.516 -2.532
C -2.511 2.285 -1.282
C -3.391 3.198 -0.765
C -3.852 4.232 -1.549
C -3.349 4.394 -2.827
C -2.276 3.620 -3.302
N -4.767 5.279 -1.034
O -5.247 5.080 0.059
O -4.962 6.263 -1.708
H -1.239 1.773 -2.907
H -2.298 1.426 -0.664
H -3.721 3.152 0.265
H -3.738 5.088 -3.561
H -1.827 3.857 -4.255
C -1.076 -5.984 3.434
C -0.115 -4.823 3.239
O 0.794 -5.153 2.171
C 1.779 -4.377 1.820
O 2.195 -4.357 0.675
O 2.141 -3.556 2.783
C 3.165 -2.578 2.580
H -0.651 -6.853 3.933
H -1.532 -6.322 2.505
H -1.911 -5.623 4.036
H 0.427 -4.508 4.130
H -0.671 -3.944 2.905
H 3.278 -1.875 3.402
H 2.922 -1.994 1.693
H 4.130 -3.083 2.529
C 0.197 -7.630 -4.125
C -0.176 -6.159 -4.158
O -1.136 -5.838 -3.156
C -0.851 -5.186 -2.069
O 0.247 -4.819 -1.673
O -1.957 -5.158 -1.354
C -1.873 -4.863 0.028
H 0.359 -8.008 -3.118
H 1.110 -7.761 -4.704
H -0.604 -8.152 -4.649
H -0.435 -5.746 -5.132
H 0.740 -5.569 -4.006
H -2.807 -5.104 0.535
H -1.630 -3.809 0.156
H -1.214 -5.584 0.518
C 4.217 6.834 -2.981
C 4.337 5.361 -2.655
O 3.395 5.013 -1.637
C 3.297 3.729 -1.328
O 4.060 2.858 -1.669
O 2.360 3.620 -0.386
C 2.328 2.330 0.230
H 3.240 7.137 -3.365
H 4.940 7.214 -3.699
H 4.327 7.358 -2.029
H 5.339 5.224 -2.242
H 4.217 4.724 -3.529
H 1.536 2.423 0.969
H 3.234 2.145 0.810
H 2.200 1.557 -0.519
C -7.893 3.686 2.102
C -7.613 2.200 2.358
O -6.495 1.864 1.539
C -5.733 0.860 1.991
O -5.905 0.189 2.975
O -4.818 0.632 1.060
C -4.024 -0.539 1.160
H -7.062 4.365 2.290
H -8.735 4.084 2.670
H -8.171 3.843 1.057
H -8.497 1.637 2.066
H -7.389 2.150 3.422
H -3.701 -0.546 2.203
H -3.129 -0.348 0.574
H -4.594 -1.418 0.869
C 6.640 -3.318 -5.444
C 6.080 -2.375 -4.409
O 4.874 -2.879 -3.814
C 4.277 -2.326 -2.782
O 3.350 -2.840 -2.173
O 4.792 -1.173 -2.474
C 4.238 -0.347 -1.455
H 7.559 -2.859 -5.803
H 5.951 -3.245 -6.289
H 6.702 -4.330 -5.055
H 5.944 -1.354 -4.773
H 6.848 -2.187 -3.651
H 4.308 -0.858 -0.491
H 3.223 0.013 -1.593
H 4.937 0.479 -1.351
*
```

The calculation puts the gap between HOMO and LUMO (spin up / spin down) at 6.333 / 5.431 eV. Its HOMO energy (spin up / spin down) is -11.31 / -11.31 eV. Its expectation value of S² is 3.7540.

Mulliken population analysis, charges in e, atoms 1 to 99: number 1, Co, carries 1.45; number 2, As, carries 2.30; number 3, F, carries -0.46; number 4, F, carries -0.37; number 5, F, carries -0.54; number 6, F, carries -0.17; number 7, F, carries -0.41; number 8, F, carries -0.51; number 9, C, carries -0.76; number 10, C, carries -0.85; number 11, C, carries -0.38; number 12, C, carries -0.42; number 13, C, carries 0.31; number 14, C, carries 0.87; number 15, N, carries 1.18; number 16, O, carries -0.63; number 17, O, carries -0.62; number 18, H, carries 0.55; number 19, H, carries 0.41; number 20, H, carries 0.49; number 21, H, carries 0.52; number 22, H, carries -0.71; number 23, C, carries -0.71; number 24, C, carries -0.69; number 25, C, carries -0.68; number 26, C, carries 0.15; number 27, C, carries -0.17; number 28, C, carries -0.15; number 29, N, carries 0.97; number 30, O, carries -0.58; number 31, O, carries -0.58; number 32, H, carries 0.77; number 33, H, carries 0.47; number 34, H, carries 0.44; number 35, H, carries 0.60; number 36, H, carries 0.04; number 37, C, carries -0.32; number 38, C, carries -1.03; number 39, C, carries -0.30; number 40, C, carries -0.44; number 41, C, carries 0.17; number 42, C, carries -0.51; number 43, N, carries 1.06; number 44, O, carries -0.65; number 45, O, carries -0.59; number 46, H, carries 0.62; number 47, H, carries 0.45; number 48, H, carries 0.49; number 49, H, carries 0.57; number 50, H, carries 0.39; number 51, C, carries -0.72; number 52, C, carries -0.16; number 53, C, carries 0.06; number 54, C, carries -0.59; number 55, C, carries -0.41; number 56, C, carries -0.59; number 57, N, carries 1.02; number 58, O, carries -0.57; number 59, O, carries -0.60; number 60, H, carries 0.46; number 61, H, carries 0.33; number 62, H, carries 0.66; number 63, H, carries 0.45; number 64, H, carries 0.56; number 65, C, carries -1.46; number 66, C, carries 0.38; number 67, O, carries -0.29; number 68, C, carries 0.63; number 69, O, carries -0.61; number 70, O, carries -0.20; number 71, C, carries -0.52; number 72, H, carries 0.36; number 73, H, carries 0.34; number 74, H, carries 0.38; number 75, H, carries 0.45; number 76, H, carries -0.11; number 77, H, carries 0.25; number 78, H, carries -0.03; number 79, H, carries 0.35; number 80, C, carries -1.05; number 81, C, carries -0.09; number 82, O, carries -0.32; number 83, C, carries 0.74; number 84, O, carries -0.43; number 85, O, carries -0.30; number 86, C, carries -0.45; number 87, H, carries 0.31; number 88, H, carries 0.37; number 89, H, carries 0.31; number 90, H, carries 0.38; number 91, H, carries -0.02; number 92, H, carries 0.39; number 93, H, carries 0.05; number 94, H, carries 0.16; number 95, C, carries -1.47; number 96, C, carries 0.24; number 97, O, carries -0.34; number 98, C, carries 0.73; number 99, O, carries -0.54

No. 2
Molecular formula: C22H25NO4
Method: DFT, ωB97M-V with the def2-TZVPD basis set

The geometry in ORCA input format:
```
! wB97M-V def2-TZVPD RIJCOSX def2/J DEFGRID3
* xyz 0 1
C -5.006 -0.612 -0.517
C -4.972 0.812 0.015
H -5.098 1.526 -0.806
H -5.742 0.972 0.771
O -3.736 1.095 0.682
C -2.711 1.452 -0.076
O -2.745 1.584 -1.273
C -1.454 1.692 0.749
N -0.442 2.202 -0.143
C 0.708 2.761 0.287
O 1.001 2.823 1.465
C 1.621 3.242 -0.826
C 2.643 2.146 -1.159
C 3.675 1.977 -0.036
C 4.328 0.620 -0.164
O 5.433 0.478 -0.638
C 3.505 -0.550 0.246
C 2.653 -0.531 1.348
C 1.938 -1.665 1.691
C 2.044 -2.818 0.932
C 2.889 -2.846 -0.165
C 3.626 -1.724 -0.496
H 4.301 -1.734 -1.339
H 2.980 -3.745 -0.757
H 1.471 -3.693 1.197
H 1.291 -1.651 2.556
H 2.566 0.356 1.958
H 4.440 2.751 -0.116
H 3.173 2.074 0.926
H 2.116 1.201 -1.319
H 3.157 2.397 -2.088
H 2.146 4.135 -0.487
H 1.036 3.487 -1.713
H -0.688 2.170 -1.124
H -1.662 2.442 1.523
C -1.031 0.385 1.459
C -1.082 -0.810 0.550
C -0.255 -0.902 -0.563
C -0.321 -1.996 -1.405
C -1.211 -3.023 -1.142
C -2.033 -2.947 -0.031
C -1.969 -1.847 0.806
H -2.612 -1.794 1.674
H -2.728 -3.746 0.183
H -1.263 -3.879 -1.798
H 0.329 -2.049 -2.266
H 0.452 -0.114 -0.766
H -1.697 0.231 2.308
H -0.018 0.543 1.833
H -4.210 -0.760 -1.242
H -5.962 -0.795 -0.999
H -4.875 -1.323 0.295
*
```

The calculation puts the gap between HOMO and LUMO at 9.831 eV. Its HOMO energy is -9.17 eV. For the energy above the lowest of the compared OMol25 structures with the same formula, charge and spin, the calculation gives 0.0 kcal/mol. As for the SMILES: CCOC(=O)[C@@H](Cc1ccccc1)NC(=O)CCCC(=O)c1ccccc1.

Partial atomic charges computed with the Mulliken method, in multiples of e: number 1, C, carries -1.00; number 2, C, carries -0.29; number 3, H, carries 0.33; number 4, H, carries 0.33; number 5, O, carries -0.33; number 6, C, carries 0.28; number 7, O, carries -0.67; number 8, C, carries -0.14; number 9, N, carries -0.07; number 10, C, carries 0.44; number 11, O, carries -0.67; number 12, C, carries -0.87; number 13, C, carries -0.21; number 14, C, carries -0.72; number 15, C, carries -0.07; number 16, O, carries -0.59; number 17, C, carries 0.32; number 18, C, carries 0.26; number 19, C, carries -0.61; number 20, C, carries -0.25; number 21, C, carries -0.72; number 22, C, carries -0.55; number 23, H, carries 0.43; number 24, H, carries 0.43; number 25, H, carries 0.43; number 26, H, carries 0.38; number 27, H, carries 0.38; number 28, H, carries 0.45; number 29, H, carries 0.34; number 30, H, carries 0.03; number 31, H, carries 0.38; number 32, H, carries 0.37; number 33, H, carries 0.33; number 34, H, carries 0.32; number 35, H, carries 0.71; number 36, C, carries -1.86; number 37, C, carries 0.90; number 38, C, carries 0.74; number 39, C, carries -0.72; number 40, C, carries -0.67; number 41, C, carries -0.81; number 42, C, carries -0.53; number 43, H, carries 0.47; number 44, H, carries 0.49; number 45, H, carries 0.46; number 46, H, carries 0.48; number 47, H, carries -0.06; number 48, H, carries 0.57; number 49, H, carries 0.43; number 50, H, carries 0.26; number 51, H, carries 0.43; number 52, H, carries 0.23